1.
Below is C24H32N4O6 in the gas phase, with properties calculated with ωB97M-V with the def2-TZVPD basis set.

**Lowest unoccupied orbital energy**: 0.7 eV
**Energy above the lowest of the compared OMol25 structures with the same formula, charge and spin**: 8.0 kcal/mol
**Highest occupied orbital energy**: -9.204 eV

```
! wB97M-V def2-TZVPD RIJCOSX def2/J DEFGRID3
* xyz 0 1
C -3.93 -2.85 -1.13
C -3.32 -2.38 -2.45
C -3.97 -3.13 -3.62
C -1.80 -2.60 -2.49
C -1.03 -1.81 -1.43
N 0.35 -1.67 -1.83
C 1.02 -0.50 -1.81
O 0.50 0.57 -1.51
C 2.43 -0.65 -2.20
N 2.91 -1.89 -2.55
C 4.17 -1.72 -2.84
N 4.55 -0.44 -2.70
C 3.45 0.28 -2.29
C 3.64 1.72 -2.03
O 4.74 2.23 -2.19
N 2.53 2.39 -1.67
C 2.62 3.75 -1.21
C 2.83 3.80 0.30
O 2.98 2.83 0.99
O 2.83 5.07 0.70
C 3.05 5.42 2.10
C 1.94 4.83 2.97
C 2.98 6.95 2.10
C 4.43 4.94 2.54
C -1.04 -2.55 -0.09
O -0.71 -3.70 0.04
O -1.38 -1.74 0.90
C -1.45 -2.30 2.22
C -2.80 -2.92 2.44
C -3.89 -2.13 2.79
C -5.15 -2.68 2.93
C -5.33 -4.04 2.73
C -4.25 -4.84 2.38
C -2.99 -4.28 2.24
H -3.60 -2.22 -0.31
H -3.64 -3.87 -0.92
H -5.01 -2.80 -1.18
H -3.52 -1.31 -2.57
H -3.79 -4.20 -3.52
H -5.04 -2.96 -3.63
H -3.55 -2.80 -4.57
H -1.43 -2.29 -3.47
H -1.58 -3.66 -2.36
H -1.43 -0.80 -1.30
H 0.89 -2.50 -2.04
H 4.83 -2.51 -3.15
H 5.45 0.00 -2.83
H 1.68 1.85 -1.49
H 1.72 4.30 -1.48
H 3.49 4.22 -1.69
H 2.06 5.17 3.99
H 1.99 3.74 2.95
H 0.97 5.14 2.60
H 3.74 7.36 1.45
H 2.00 7.28 1.75
H 3.13 7.32 3.11
H 4.63 5.30 3.55
H 4.47 3.86 2.54
H 5.19 5.33 1.88
H -0.66 -3.04 2.33
H -1.28 -1.45 2.89
H -3.75 -1.07 2.94
H -5.99 -2.06 3.20
H -6.31 -4.48 2.84
H -4.39 -5.90 2.22
H -2.15 -4.90 1.95
*
```


2.
Below is a molecular structure, C23H32CrF6N6O11P2S3Se in a non-equilibrium geometry, with properties calculated with ωB97M-V with the def2-TZVPD basis set.

**Lowest unoccupied orbital energy (spin up / spin down)**: 1.6 / 1.9 eV
**Energy above the lowest of the compared OMol25 structures with the same formula, charge and spin**: 56.0 kcal/mol
**⟨S²⟩**: 0.76
**Highest occupied orbital energy (spin up / spin down)**: -6.366 / -6.320 eV

```
! wB97M-V def2-TZVPD RIJCOSX def2/J DEFGRID3
* xyz -1 2
Cr 0.16 0.23 0.17
S -0.07 1.25 4.59
C 1.62 0.95 4.34
C 2.64 0.99 5.29
C 3.93 0.79 4.86
C 4.20 0.54 3.52
C 3.19 0.47 2.58
C 1.87 0.67 2.98
N 0.72 0.69 2.19
C -0.34 1.01 2.89
C -1.61 1.21 2.25
C -2.75 1.67 2.93
C -3.91 1.88 2.22
C -3.94 1.59 0.86
C -2.81 1.11 0.21
C -1.60 0.94 0.88
H 2.40 1.20 6.32
H 4.74 0.83 5.58
H 5.22 0.40 3.20
H 3.40 0.28 1.54
H -2.71 1.86 4.00
H -4.79 2.26 2.71
H -4.86 1.73 0.30
H -2.85 0.89 -0.85
C 0.45 -1.78 -4.75
N 0.09 -2.50 -3.54
C 0.95 -3.65 -3.30
P -0.69 -1.62 -2.31
O -0.68 -0.28 -1.60
O -1.45 -2.75 -1.29
P -1.12 -2.79 0.25
O -0.59 -1.58 0.96
N -0.19 -4.13 0.52
C -0.47 -5.40 -0.12
C 0.63 -4.18 1.71
N -2.63 -3.12 0.93
C -3.58 -3.88 0.13
C -3.29 -2.09 1.73
N -2.06 -1.39 -3.30
C -2.70 -2.52 -3.94
C -2.92 -0.24 -3.26
H 0.26 -2.44 -5.61
H 1.50 -1.50 -4.74
H -0.16 -0.89 -4.85
H 2.00 -3.37 -3.16
H 0.87 -4.30 -4.18
H 0.61 -4.19 -2.43
H -1.00 -5.22 -1.05
H -1.06 -6.06 0.52
H 0.48 -5.90 -0.35
H 0.79 -3.17 2.06
H 1.60 -4.63 1.47
H 0.15 -4.77 2.50
H -3.05 -4.64 -0.45
H -4.14 -3.25 -0.57
H -4.29 -4.39 0.79
H -2.53 -1.48 2.21
H -3.91 -2.57 2.49
H -3.93 -1.44 1.12
H -2.05 -3.39 -3.86
H -2.88 -2.30 -5.00
H -3.66 -2.75 -3.46
H -2.38 0.62 -2.87
H -3.81 -0.42 -2.64
H -3.27 -0.01 -4.27
O 2.24 -0.32 0.00
Se 2.14 -1.09 -1.42
O 3.47 -1.92 -1.72
O 0.86 -2.17 -1.17
O 1.76 -0.13 -2.64
F 2.30 2.39 -3.40
C 1.01 2.62 -3.42
F 0.40 1.72 -4.19
F 0.81 3.81 -4.01
S 0.10 2.76 -1.76
O 0.78 1.94 -0.76
O -1.24 2.46 -2.12
N 0.19 4.30 -1.40
S 1.51 4.89 -0.73
O 1.37 6.30 -0.54
O 2.71 4.40 -1.33
C 1.55 4.26 1.06
F 1.81 5.29 1.88
F 0.36 3.77 1.45
F 2.49 3.35 1.27
*
```


3.
Below is 2 unconnected molecules or ions with the total composition C13H24N3 in a non-equilibrium geometry, with properties calculated with ωB97M-V with the def2-TZVPD basis set.

**Lowest unoccupied orbital energy**: -2.7 eV
**Energy above the lowest of the compared OMol25 structures with the same formula, charge and spin**: 83.4 kcal/mol
**Highest occupied orbital energy**: -11.512 eV

```
! wB97M-V def2-TZVPD RIJCOSX def2/J DEFGRID3
* xyz 1 1
N 1.71 1.19 2.82
C 0.92 2.36 2.23
C 1.87 3.27 1.19
C 1.34 3.18 -0.38
N 1.31 1.77 -0.92
C 0.05 1.46 -1.75
C 0.00 -0.21 -1.82
N 1.22 -0.83 -2.46
C 2.52 -0.20 -1.98
C 2.49 1.44 -1.86
H 1.67 0.41 2.11
H 2.74 1.44 2.85
H 0.39 3.01 3.04
H 0.09 1.85 1.54
H 3.01 2.91 1.25
H 1.80 4.37 1.60
H 2.04 3.89 -1.04
H 0.27 3.65 -0.40
H 1.34 1.01 -0.18
H -0.90 1.92 -1.26
H 0.13 1.94 -2.84
H -0.24 -0.58 -0.73
H -0.91 -0.46 -2.55
H 1.24 -1.82 -2.08
H 2.94 -0.63 -0.98
H 3.34 -0.45 -2.81
H 3.48 1.91 -1.44
H 2.30 1.84 -2.96
C -3.65 -4.61 1.05
C -2.70 -4.26 0.09
C -2.24 -2.94 0.02
C -2.71 -1.99 0.92
C -3.65 -2.35 1.88
C -4.12 -3.66 1.95
H -4.01 -5.64 1.10
H -2.33 -5.00 -0.61
H -1.51 -2.66 -0.74
H -2.35 -0.97 0.87
H -4.02 -1.60 2.59
H -4.86 -3.94 2.69
*
```


4.
Below is 3 unconnected molecules or ions with the total composition C16H36N2O9PS2 in a non-equilibrium geometry, with properties calculated with ωB97M-V with the def2-TZVPD basis set.

**Lowest unoccupied orbital energy**: -3.1 eV
**Energy above the lowest of the compared OMol25 structures with the same formula, charge and spin**: 74.7 kcal/mol
**Highest occupied orbital energy**: -12.379 eV

```
! wB97M-V def2-TZVPD RIJCOSX def2/J DEFGRID3
* xyz 1 1
C -2.18 -0.09 -5.88
C -1.84 0.27 -4.42
C -1.38 -0.94 -3.59
C 0.14 -1.25 -3.57
C 0.95 -0.75 -4.80
P 1.00 -0.77 -2.06
O 2.24 -1.71 -1.81
C -0.01 -0.76 -0.61
C 0.73 -0.43 0.72
O 1.31 -1.34 1.26
N 0.65 0.84 1.23
C 0.24 0.88 2.65
C 0.05 1.88 0.40
O 1.80 0.63 -2.24
C 1.11 1.67 -2.67
N 0.56 2.59 -3.06
H -3.21 -0.44 -5.96
H -1.51 -0.85 -6.27
H -2.08 0.79 -6.52
H -1.12 1.08 -4.38
H -2.74 0.66 -3.94
H -1.87 -1.84 -4.00
H -1.77 -0.84 -2.57
H 0.26 -2.34 -3.55
H 0.64 -1.31 -5.68
H 0.82 0.32 -4.97
H 2.02 -0.94 -4.66
H 2.08 -2.65 -1.95
H -0.93 -0.19 -0.76
H -0.29 -1.82 -0.50
H 0.65 0.02 3.17
H -0.86 0.90 2.73
H 0.64 1.77 3.12
H 0.75 2.26 -0.34
H -0.17 2.74 1.05
H -0.91 1.59 -0.04
O 6.00 0.76 3.34
S 4.86 -0.11 3.35
O 3.75 0.20 4.20
O 5.34 -1.59 3.62
C 6.22 -1.82 4.75
C 5.47 -1.84 6.06
C 4.26 -0.35 1.72
H 7.00 -1.05 4.74
H 6.68 -2.78 4.54
H 5.07 -0.86 6.31
H 6.15 -2.15 6.86
H 4.64 -2.55 6.02
H 5.09 -0.61 1.06
H 3.82 0.60 1.42
H 3.50 -1.13 1.74
O -3.19 1.55 -0.06
S -4.04 1.82 1.07
O -3.62 1.34 2.36
O -5.50 1.30 0.74
C -5.66 -0.07 0.28
C -5.59 -1.07 1.41
C -4.42 3.53 1.16
H -4.91 -0.26 -0.49
H -6.63 -0.07 -0.20
H -4.59 -1.12 1.84
H -5.86 -2.06 1.03
H -6.29 -0.80 2.20
H -4.76 3.86 0.18
H -3.50 4.04 1.44
H -5.18 3.68 1.91
*
```


5.
Below is 3 unconnected molecules or ions with the total composition C18H45N3 in a non-equilibrium geometry, with properties calculated with ωB97M-V with the def2-TZVPD basis set.

**Lowest unoccupied orbital energy**: 0.8 eV
**Energy above the lowest of the compared OMol25 structures with the same formula, charge and spin**: 32.6 kcal/mol
**Highest occupied orbital energy**: -7.916 eV

```
! wB97M-V def2-TZVPD RIJCOSX def2/J DEFGRID3
* xyz 0 1
C 0.52 -0.86 -3.92
C -0.90 -0.81 -3.35
N -1.17 -1.97 -2.54
C -2.62 -2.08 -2.33
C -3.40 -2.47 -3.59
C -0.47 -1.78 -1.27
C -0.46 -3.05 -0.40
H 0.74 0.02 -4.53
H 0.53 -1.69 -4.64
H 1.33 -0.98 -3.20
H -0.92 0.16 -2.82
H -1.58 -0.71 -4.19
H -2.73 -2.96 -1.70
H -2.98 -1.19 -1.81
H -4.44 -2.11 -3.44
H -3.16 -2.06 -4.57
H -3.66 -3.52 -3.68
H -0.97 -0.97 -0.72
H 0.59 -1.54 -1.31
H -1.45 -3.37 -0.08
H 0.07 -2.77 0.51
H 0.16 -3.83 -0.84
C -0.99 1.00 4.69
C -2.47 1.00 4.23
N -2.52 0.56 2.83
C -2.13 1.58 1.87
C -3.22 1.86 0.83
C -2.18 -0.78 2.40
C -2.56 -1.85 3.41
H -0.96 1.13 5.78
H -0.52 1.89 4.28
H -0.49 0.12 4.31
H -2.99 0.29 4.88
H -3.00 1.95 4.33
H -1.96 2.54 2.37
H -1.08 1.48 1.56
H -3.96 2.48 1.33
H -2.80 2.31 -0.06
H -3.68 0.90 0.58
H -1.10 -0.82 2.20
H -2.76 -1.08 1.52
H -3.65 -1.92 3.49
H -2.21 -1.67 4.43
H -2.23 -2.84 3.12
C 2.75 1.07 2.12
C 3.52 1.88 1.06
N 3.65 1.05 -0.15
C 4.87 1.29 -0.89
C 5.10 0.30 -2.03
C 2.44 1.15 -1.00
C 2.32 2.42 -1.81
H 3.12 0.05 2.12
H 1.69 1.05 1.83
H 2.78 1.59 3.08
H 2.99 2.80 0.78
H 4.49 2.26 1.39
H 4.93 2.34 -1.21
H 5.73 1.23 -0.21
H 4.28 0.43 -2.73
H 5.96 0.50 -2.66
H 5.08 -0.69 -1.58
H 1.53 1.09 -0.40
H 2.42 0.24 -1.60
H 1.39 2.38 -2.39
H 3.13 2.68 -2.49
H 2.27 3.28 -1.15
*
```


6.
Below is C4H4N2O in the gas phase, with properties calculated with ωB97M-V with the def2-TZVPD basis set.

**Lowest unoccupied orbital energy**: 0.4 eV
**Energy above the lowest of the compared OMol25 structures with the same formula, charge and spin**: 7.1 kcal/mol
**Highest occupied orbital energy**: -9.587 eV

```
! wB97M-V def2-TZVPD RIJCOSX def2/J DEFGRID3
* xyz 0 1
O 1.85 -0.26 -2.09
C 0.69 -0.20 -1.74
C 0.15 -0.13 -0.38
C -1.19 0.05 -0.14
N -1.45 0.27 1.17
C -0.27 0.22 1.75
N 0.73 -0.03 0.87
H -0.13 -0.16 -2.49
H -1.97 0.04 -0.90
H -0.11 0.37 2.81
H 1.70 -0.15 1.14
*
```


7.
Below is 6 unconnected molecules or ions with the total composition C12H24O24S6 in a non-equilibrium geometry, with properties calculated with ωB97M-V with the def2-TZVPD basis set.

**Lowest unoccupied orbital energy**: -0.1 eV
**Energy above the lowest of the compared OMol25 structures with the same formula, charge and spin**: 32.5 kcal/mol
**Highest occupied orbital energy**: -10.347 eV

```
! wB97M-V def2-TZVPD RIJCOSX def2/J DEFGRID3
* xyz 0 1
O 7.85 -0.95 2.29
S 7.27 0.13 1.53
O 8.15 1.01 0.80
O 6.08 -0.45 0.55
C 5.09 0.59 0.44
C 4.98 1.09 1.87
O 6.31 1.09 2.41
H 5.53 1.35 -0.20
H 4.14 0.24 0.07
H 4.38 0.47 2.52
H 4.60 2.11 1.86
O -3.99 -3.05 -1.30
S -2.62 -3.44 -1.27
O -1.60 -2.72 -1.95
O -2.20 -3.72 0.31
C -2.82 -4.89 0.79
C -3.03 -5.74 -0.46
O -2.46 -5.02 -1.55
H -2.28 -5.32 1.63
H -3.73 -4.55 1.30
H -4.09 -5.88 -0.67
H -2.56 -6.72 -0.35
O -3.12 2.22 4.10
S -2.97 0.96 4.74
O -1.99 0.02 4.29
O -2.77 1.25 6.35
C -4.00 1.06 7.03
C -5.07 1.06 5.99
O -4.43 0.30 4.95
H -4.01 0.17 7.66
H -4.11 1.82 7.81
H -5.42 2.07 5.77
H -6.01 0.55 6.21
O 1.87 1.10 -1.13
S 1.27 0.71 0.12
O 2.00 0.95 1.33
O -0.24 1.26 0.20
C -1.13 0.28 0.71
C -0.36 -1.03 0.92
O 0.81 -0.79 0.12
H -1.68 0.65 1.58
H -1.81 0.16 -0.13
H -0.86 -1.88 0.47
H -0.21 -1.25 1.98
O -0.52 2.11 -3.65
S -1.56 1.14 -3.79
O -1.30 -0.15 -4.38
O -2.26 0.89 -2.35
C -3.66 0.67 -2.54
C -4.08 1.46 -3.81
O -2.84 1.86 -4.42
H -3.67 -0.42 -2.68
H -4.20 0.95 -1.64
H -4.73 2.25 -3.44
H -4.58 0.79 -4.50
O 5.43 0.80 -2.75
S 5.57 1.61 -3.94
O 6.80 1.77 -4.64
O 4.43 1.11 -5.01
C 3.12 1.51 -4.60
C 3.37 2.73 -3.69
O 4.76 3.01 -3.67
H 2.63 1.82 -5.51
H 2.65 0.72 -4.02
H 3.05 2.50 -2.67
H 2.82 3.62 -4.00
*
```


Repeat the fourth record exactly.
Below is 3 unconnected molecules or ions with the total composition C16H36N2O9PS2 in a non-equilibrium geometry, with properties calculated with ωB97M-V with the def2-TZVPD basis set.

**Lowest unoccupied orbital energy**: -3.1 eV
**Energy above the lowest of the compared OMol25 structures with the same formula, charge and spin**: 74.7 kcal/mol
**Highest occupied orbital energy**: -12.379 eV

```
! wB97M-V def2-TZVPD RIJCOSX def2/J DEFGRID3
* xyz 1 1
C -2.18 -0.09 -5.88
C -1.84 0.27 -4.42
C -1.38 -0.94 -3.59
C 0.14 -1.25 -3.57
C 0.95 -0.75 -4.80
P 1.00 -0.77 -2.06
O 2.24 -1.71 -1.81
C -0.01 -0.76 -0.61
C 0.73 -0.43 0.72
O 1.31 -1.34 1.26
N 0.65 0.84 1.23
C 0.24 0.88 2.65
C 0.05 1.88 0.40
O 1.80 0.63 -2.24
C 1.11 1.67 -2.67
N 0.56 2.59 -3.06
H -3.21 -0.44 -5.96
H -1.51 -0.85 -6.27
H -2.08 0.79 -6.52
H -1.12 1.08 -4.38
H -2.74 0.66 -3.94
H -1.87 -1.84 -4.00
H -1.77 -0.84 -2.57
H 0.26 -2.34 -3.55
H 0.64 -1.31 -5.68
H 0.82 0.32 -4.97
H 2.02 -0.94 -4.66
H 2.08 -2.65 -1.95
H -0.93 -0.19 -0.76
H -0.29 -1.82 -0.50
H 0.65 0.02 3.17
H -0.86 0.90 2.73
H 0.64 1.77 3.12
H 0.75 2.26 -0.34
H -0.17 2.74 1.05
H -0.91 1.59 -0.04
O 6.00 0.76 3.34
S 4.86 -0.11 3.35
O 3.75 0.20 4.20
O 5.34 -1.59 3.62
C 6.22 -1.82 4.75
C 5.47 -1.84 6.06
C 4.26 -0.35 1.72
H 7.00 -1.05 4.74
H 6.68 -2.78 4.54
H 5.07 -0.86 6.31
H 6.15 -2.15 6.86
H 4.64 -2.55 6.02
H 5.09 -0.61 1.06
H 3.82 0.60 1.42
H 3.50 -1.13 1.74
O -3.19 1.55 -0.06
S -4.04 1.82 1.07
O -3.62 1.34 2.36
O -5.50 1.30 0.74
C -5.66 -0.07 0.28
C -5.59 -1.07 1.41
C -4.42 3.53 1.16
H -4.91 -0.26 -0.49
H -6.63 -0.07 -0.20
H -4.59 -1.12 1.84
H -5.86 -2.06 1.03
H -6.29 -0.80 2.20
H -4.76 3.86 0.18
H -3.50 4.04 1.44
H -5.18 3.68 1.91
*
```


Question: energy above the lowest of the compared OMol25 structures with the same formula, charge and spin of number 7 (C12H24O24S6)?
Answer: 32.5 kcal/mol


Question: Which value of energy above the lowest of the compared OMol25 structures with the same formula, charge and spin does entry 7 give?
Answer: 32.5 kcal/mol